a) This record from the OMol25 dataset describes C3H6N2S in the gas phase. The level of theory is the ωB97M-V functional and the def2-TZVPD basis.

Calculated values
E_HOMO (eV): -8.680
SMILES: [H]/N=C(/C)NC=S
Orbital gap (eV): 8.704
Charge: 0

Bonds (Å) are listed after each position.
Geometry (Å):
1 H 0.8198 -0.8557 -1.9033  N2 1.018
2 N 0.5429 -1.2848 -1.0232  H1 1.018, C3 1.276
3 C 0.0496 -0.5832 -0.0785  N2 1.276, C4 1.542, N5 1.435
4 C -0.1083 -1.3436 1.2532  C3 1.542, H8 1.064, H9 1.162, H10 1.155
5 N -0.2389 0.8199 0.0155  C3 1.435, C6 1.365, H11 0.989
6 C -0.0235 1.8440 -0.8612  N5 1.365, S7 1.646, H12 1.152
7 S 0.6982 1.9186 -2.3388  C6 1.646
8 H 0.2729 -2.3280 1.1190  C4 1.064
9 H 0.5467 -0.6935 1.9587  C4 1.162
10 H -1.1837 -1.3573 1.6742  C4 1.155
11 H -0.6688 1.1119 0.8568  N5 0.989
12 H -0.7071 2.7517 -0.6725  C6 1.152

These are the Löwdin partial charges, in e, on atoms 1 to 2:
1 H 0.01
2 N 0.14

b) This record from the OMol25 dataset describes C3H6N2S in the gas phase. The level of theory is the ωB97M-V functional and the def2-TZVPD basis.

Calculated values
E_HOMO (eV): -8.981
SMILES: [H]/N=C\N(S)C=C
Orbital gap (eV): 9.596
Charge: 0

Bonds (Å) are listed after each position.
Geometry (Å):
1 H -0.9774 -1.7399 1.6768  N2 1.012
2 N -1.2524 -2.0633 0.7582  H1 1.012, C3 1.272
3 C -0.8407 -1.3009 -0.1732  N2 1.272, N4 1.405, H8 1.097
4 N -0.0097 -0.1710 -0.0864  C3 1.405, S5 1.695, C6 1.410
5 S 0.1098 0.8380 -1.4431  N4 1.695, H9 1.347
6 C 0.6680 0.1456 1.1089  N4 1.410, C7 1.330, H10 1.065
7 C 1.2278 1.3100 1.4255  C6 1.330, H11 1.092, H12 1.075
8 H -1.1355 -1.5183 -1.2072  C3 1.097
9 H -0.8740 1.7104 -1.1521  S5 1.347
10 H 0.7416 -0.6887 1.7667  C6 1.065
11 H 1.7695 1.3834 2.3703  C7 1.092
12 H 1.2236 2.1573 0.7644  C7 1.075

These are the Löwdin partial charges, in e, on atoms 1 to 2:
1 H 0.02
2 N 0.09

Stability check: which of them is least stable? b).

a) This record from the OMol25 dataset describes C3H6N2S in the gas phase. The level of theory is the ωB97M-V functional and the def2-TZVPD basis.

Calculated values
E_HOMO (eV): -8.355
SMILES: N[C@@H]1CNC1=S
Orbital gap (eV): 9.134
Charge: 0

Bonds (Å) are listed after each position.
Geometry (Å):
1 N -0.5234 -1.7475 -0.2004  C2 1.503, H7 1.047, H8 1.005
2 C -0.1321 -0.4845 0.5152  N1 1.503, C3 1.583, C5 1.582, H9 1.097
3 C -0.7160 0.9126 0.0523  C2 1.583, N4 1.482, H10 1.064, H11 1.085
4 N 0.6953 1.2905 -0.1990  C3 1.482, C5 1.344, H12 1.031
5 C 1.2747 0.1204 0.1183  C2 1.582, N4 1.344, S6 1.611
6 S 2.7956 -0.4062 0.0375  C5 1.611
7 H -1.5604 -1.8746 -0.1259  N1 1.047
8 H -0.2622 -1.7194 -1.1706  N1 1.005
9 H -0.2092 -0.5674 1.6068  C2 1.097
10 H -1.2060 1.4905 0.8000  C3 1.064
11 H -1.3365 0.8775 -0.8370  C3 1.085
12 H 1.1800 2.1083 -0.5972  N4 1.031

These are the Löwdin partial charges, in e, on atoms 1 to 2:
1 N 0.04
2 C -0.30

b) This record from the OMol25 dataset describes C3H6N2S in the gas phase. The level of theory is the ωB97M-V functional and the def2-TZVPD basis.

Calculated values
E_HOMO (eV): -9.001
SMILES: C/N=C/NC=S
Orbital gap (eV): 8.692
Charge: 0

Bonds (Å) are listed after each position.
Geometry (Å):
1 C 2.3833 -0.2189 -0.2599  N2 1.613, H7 1.241, H8 1.277, H9 1.157
2 N 0.9661 0.1287 -0.9483  C1 1.613, C3 1.333
3 C -0.0915 -0.0844 -0.1646  N2 1.333, N4 1.385, H10 1.235
4 N -1.3224 0.5479 -0.2319  C3 1.385, C5 1.394, H11 0.977
5 C -2.4343 -0.0599 0.3483  N4 1.394, S6 1.646, H12 1.293
6 S -3.8069 0.7629 0.7335  C5 1.646
7 H 2.5109 0.9409 0.1640  C1 1.241
8 H 3.2722 -0.6124 -1.0873  C1 1.277
9 H 2.2949 -0.7598 0.7591  C1 1.157
10 H -0.2250 -0.6475 0.9268  C3 1.235
11 H -1.2062 1.3347 -0.7997  N4 0.977
12 H -2.3412 -1.3323 0.5600  C5 1.293

These are the Löwdin partial charges, in e, on atoms 1 to 2:
1 C -0.15
2 N -0.04

c) This record from the OMol25 dataset describes C3H6N2S in the gas phase. The level of theory is the ωB97M-V functional and the def2-TZVPD basis.

Calculated values
E_HOMO (eV): -8.651
SMILES: [H]/N=C(/C)SN=C
Orbital gap (eV): 9.440
Charge: 0

Bonds (Å) are listed after each position.
Geometry (Å):
1 H -0.5191 0.0487 -1.5597  N2 1.074
2 N -1.0406 0.6845 -0.8684  H1 1.074, C3 1.207
3 C -0.7063 0.8487 0.2797  N2 1.207, C4 1.446, S5 2.196
4 C -1.1561 1.8403 1.2305  C3 1.446, H8 1.027, H9 1.117, H10 1.089
5 S 0.9715 -0.4829 0.7650  C3 2.196, N6 1.660
6 N 0.7939 -1.3639 -0.6309  S5 1.660, C7 1.247
7 C 1.5406 -2.2820 -1.0231  N6 1.247, H11 1.122, H12 1.176
8 H -0.4829 2.5289 0.8747  C4 1.027
9 H -2.2117 2.1755 1.0823  C4 1.117
10 H -0.9360 1.5352 2.2528  C4 1.089
11 H 1.2339 -2.8758 -1.9246  C7 1.122
12 H 2.5128 -2.6571 -0.4784  C7 1.176

These are the Löwdin partial charges, in e, on atoms 1 to 2:
1 H 0.09
2 N 0.09

d) This record from the OMol25 dataset describes C3H6N2S in the gas phase. The level of theory is the ωB97M-V functional and the def2-TZVPD basis.

Calculated values
E_HOMO (eV): -8.591
SMILES: C/C=N\NC=S
Orbital gap (eV): 8.910
Charge: 0

Bonds (Å) are listed after each position.
Geometry (Å):
1 C 1.5870 0.8791 -0.0043  C2 1.496, H7 1.119, H8 1.099, H9 1.123
2 C 1.2378 -0.5760 0.0011  C1 1.496, N3 1.290, H10 1.127
3 N 0.0514 -1.0824 0.0088  C2 1.290, N4 1.353
4 N -0.9896 -0.2185 0.0042  N3 1.353, C5 1.339, H11 1.033
5 C -2.2461 -0.6814 -0.0001  N4 1.339, S6 1.639, H12 1.103
6 S -3.5903 0.2565 0.0020  C5 1.639
7 H 1.1665 1.3975 -0.9021  C1 1.119
8 H 2.6801 0.9958 0.0120  C1 1.099
9 H 1.1765 1.3676 0.9196  C1 1.123
10 H 2.0465 -1.3608 -0.0190  C2 1.127
11 H -0.8592 0.8062 0.0025  N4 1.033
12 H -2.2604 -1.7837 -0.0247  C5 1.103

These are the Löwdin partial charges, in e, on atoms 1 to 2:
1 C -0.10
2 C -0.21

Stability check: which of them is least stable? b).